Molecular formula: C6H12O
Method: DFT, wB97M-V/def2-TZVPD

Computed properties:
HOMO energy in eV: -8.453
Largest force on an atom in Eh/bohr: 0.02086
M in g mol⁻¹: 100.2
Energy relative to the best compared isomer or geometry (same formula, charge and spin) in kJ/mol: 164.18
HOMO-LUMO gap in eV: 9.2426
Structure (SMILES): C=C/C(C)=C/C.O

```
! RIJCOSX wB97M-V def2-TZVPD def2/J DEFGRID3
* xyz 0 1
C 1.246 1.729 -1.217
C 0.013 1.266 -1.029
C -0.379 -0.100 -0.612
C -1.841 -0.433 -0.760
C 0.510 -0.865 0.020
C 0.462 -2.310 0.418
H 2.153 1.146 -1.281
H 1.320 2.763 -1.534
H -0.810 1.961 -1.167
H -2.428 0.460 -0.546
H -2.108 -1.202 -0.038
H -2.143 -0.796 -1.743
H 1.435 -0.378 0.305
H -0.305 -2.904 -0.068
H 0.407 -2.435 1.500
H 1.373 -2.746 0.022
O 0.153 0.997 2.380
H 1.022 0.575 2.329
H -0.469 0.266 2.482
*
```